Record 1
Density functional theory data (the ωB97M-V functional and the def2-TZVPD basis) for 2 unconnected molecules or ions with the total composition C2H4BrClN3.

```
11
Properties=species:S:1:pos:R:3:forces:R:3:lowdin_charge:R:1
Br 0.9367 -1.9418 -1.4678 -0.2 -0.7 0.2 0.913
Cl 0.1568 2.9870 -0.0187 0.4 -0.4 -0.6 0.608
N -1.0052 -0.4718 1.0214 3.1 0.1 1.5 0.135
N 1.0393 2.1329 -1.3127 1.1 3.3 -0.6 -0.394
N 1.0825 0.8913 -1.2129 1.1 -1.7 0.0 -0.124
C 1.3916 -0.2614 -1.1569 -0.7 1.6 -0.3 -0.572
C -1.6204 -1.5373 1.2960 -2.1 -2.1 -0.1 -0.104
H 0.0004 -0.4738 1.3704 -1.2 1.3 -1.2 0.132
H -2.6426 -1.8899 1.2236 -0.3 0.6 -0.8 0.091
H 1.8332 2.7681 -1.7709 -2.0 -2.1 1.4 0.208
H -1.1722 -2.2033 2.0286 0.7 0.1 0.5 0.106
```
Positions in Å, forces in eV/Å.

Properties
HOMO-LUMO gap (alpha / beta): 3.91 / 6.62 eV
<S²>: 2.01
2S+1: 3
relative energy (zero: lowest compared OMol25 entry of this formula, charge and spin): 4.8559 eV
net charge: +1

=====

Record 2
Density functional theory data (the ωB97M-V functional and the def2-TZVPD basis) for a molecular structure, C9H11Cl2N2O7RhS.

```
33
Properties=species:S:1:pos:R:3:forces:R:3:lowdin_charge:R:1
Rh 0.8893 -0.7120 0.2356 -2.7 0.6 1.1 1.515
Cl 0.7965 -4.1479 -3.9432 -0.4 0.2 0.6 0.586
Cl -1.9904 -3.1238 -3.5295 1.7 -0.3 1.0 0.480
S 2.6874 2.0884 3.5297 -0.3 -0.6 0.5 1.047
O -0.0316 0.8274 -1.0324 -0.4 -0.7 -0.5 -0.112
O -1.1603 -0.5816 0.9903 0.6 -0.1 -0.7 -0.126
O 2.3611 -2.3341 1.1537 1.1 -0.3 -0.1 -0.135
O 0.6002 -2.3444 -0.9404 -0.1 -0.2 0.3 -0.136
O 0.2769 -1.1129 -2.8712 0.0 -2.2 2.7 -0.034
O 2.7723 -1.0156 -0.3758 3.0 -0.4 -0.5 -0.284
O -3.2110 0.0726 0.1931 2.3 -0.7 1.0 0.062
N 1.4267 0.5937 1.8592 2.8 2.1 2.0 -0.169
N 3.2277 -2.0184 0.3251 -1.9 0.9 0.4 -0.107
C -2.3549 1.4461 -1.6971 2.4 -0.6 -0.6 0.003
C 2.4435 1.5425 1.9594 -1.9 -1.5 -0.1 -0.426
C 1.5481 0.9766 4.1814 -1.9 -0.8 -1.4 -0.365
C -1.9740 0.1431 0.2539 -2.0 -0.4 1.1 -0.561
C -0.3107 -3.4819 -2.7042 -1.3 0.0 -1.2 -0.874
C -1.3248 1.2455 -0.5455 -1.2 1.4 -0.5 -0.491
C 0.9377 0.2637 3.1324 0.8 0.4 0.1 -0.204
C -1.1145 2.5373 0.2989 3.2 -1.6 0.5 0.013
C 0.2635 -2.1573 -2.1298 -1.2 0.9 -3.6 -0.698
H -0.5275 -4.2436 -1.9227 0.3 0.7 -0.7 0.077
H -0.1477 0.2082 -1.8313 0.4 0.5 0.2 0.083
H -2.2973 0.4967 -2.3049 -0.7 0.8 0.6 0.111
H 3.1089 1.9662 1.1797 -1.0 -0.7 0.2 0.098
H 0.1586 -0.5657 3.1970 1.1 1.5 0.0 0.138
H -0.6985 2.3123 1.3094 -0.2 -0.3 -0.6 0.082
H 1.1325 0.9597 5.2014 0.8 0.1 -0.6 0.085
H -0.3340 3.2001 -0.1194 -0.5 -0.4 -0.4 0.098
H -1.8972 2.1905 -2.3411 -0.6 0.6 -0.2 0.088
H -1.9377 3.1093 0.5189 -2.4 1.0 -0.1 0.056
H -3.3189 1.6595 -1.2306 0.3 0.0 -0.7 0.098
```
Positions in Å, forces in eV/Å.

Properties
HOMO-LUMO gap (alpha / beta): 8.30 / 6.37 eV
<S²>: 6.01
2S+1: 5

=====

Record 3
Density functional theory data (the ωB97M-V functional and the def2-TZVPD basis) for a molecular structure, C34H29Cl4N5O5Ta.

```
78
Properties=species:S:1:pos:R:3:forces:R:3:lowdin_charge:R:1
Ta -0.6143 1.0263 -0.6464 0.6 -0.3 -0.1 1.951
Cl 5.2199 4.0789 -2.4900 0.0 0.0 0.0 0.706
Cl 1.2953 5.4116 1.0202 0.0 0.0 0.0 0.732
Cl 4.0793 6.0276 -0.3332 0.0 0.0 0.0 0.708
Cl 3.5571 1.5091 -3.3013 0.0 0.0 0.0 0.763
O 0.9980 1.2985 -1.7479 -0.6 -0.1 0.1 -0.236
O -1.3812 2.5956 -2.1489 -0.1 0.0 0.1 -0.075
O -0.5492 0.6662 1.3806 -0.1 0.1 0.0 -0.246
O 0.0752 2.8585 -0.0178 0.2 0.0 -0.1 -0.248
O -2.2806 1.8936 0.3084 0.1 0.0 -0.1 -0.178
N -2.0881 2.0968 1.5851 -0.2 0.2 0.2 -0.164
N -1.6812 -1.9781 -0.1122 0.0 0.0 0.0 0.154
N 0.3260 -0.8821 -0.4758 -0.2 0.1 0.1 -0.017
N 0.2283 -2.9275 0.7114 0.0 0.1 0.0 0.171
N -1.2032 1.4585 2.1966 0.0 -0.1 -0.1 0.091
C -3.0501 0.3155 -2.6857 0.0 -0.1 0.0 -0.108
C -2.9447 3.0405 2.2714 0.1 -0.1 -0.1 -0.152
C 1.7658 2.3861 -1.5180 0.1 -0.1 0.0 -0.350
C -4.6627 4.6761 2.1627 0.0 0.0 0.0 -0.052
C 4.4319 -1.4057 -1.1976 0.0 0.0 0.0 -0.072
C -3.8279 -3.5491 -0.9827 0.0 0.0 0.0 -0.038
C -4.3643 -1.6868 -2.5745 0.0 -0.1 0.0 -0.028
C 3.4955 -2.0500 -1.9887 0.0 0.0 0.0 -0.042
C 1.1150 -2.5421 -2.6717 0.0 0.0 0.0 -0.020
C 1.7404 -1.0675 -0.7216 -0.1 0.0 0.0 -0.249
C 3.1925 4.6319 -0.7875 0.0 0.0 0.0 -0.696
C 4.0176 -0.5618 -0.1745 0.0 0.0 0.0 -0.060
C 1.3804 -2.8127 1.5633 -0.1 0.0 0.0 -0.204
C 1.2540 3.2419 -0.5494 -0.1 0.0 0.2 -0.354
C -3.6456 4.1083 4.2703 0.0 0.0 0.0 -0.054
C 3.7030 3.7611 -1.7543 0.0 0.0 0.0 -0.697
C 2.4171 -4.7563 0.3286 0.0 0.0 0.0 -0.020
C -3.5555 -2.1915 -1.5719 0.0 0.1 0.0 -0.211
C 1.9607 4.3753 -0.1796 0.0 0.0 -0.1 -0.613
C -4.1096 -0.4465 -3.1391 0.0 0.1 0.0 -0.063
C 2.4805 -1.7115 3.3820 0.0 0.0 0.0 -0.065
C -4.5615 4.8492 3.5343 0.0 0.0 0.0 -0.057
C 2.1277 -1.8862 -1.7765 0.1 0.0 0.0 -0.226
C -2.2010 -0.1316 -1.6600 0.2 0.2 -0.1 -0.189
C -3.8472 3.7618 1.5112 -0.1 0.0 0.1 0.003
C 1.3731 -1.8509 2.5623 0.1 0.0 0.0 -0.027
C -2.8211 3.1896 3.6442 -0.1 0.1 0.0 -0.004
C 3.5451 -3.5290 2.2218 0.0 0.0 0.0 -0.026
C -0.3460 -1.9081 0.0399 0.1 0.0 -0.1 -0.374
C 3.5702 -2.5515 3.2038 0.0 0.0 0.0 -0.062
C -2.4767 -1.4023 -1.1451 -0.1 -0.1 0.0 -0.214
C 2.6653 -0.3917 0.0609 0.1 0.0 0.0 -0.040
C 2.4489 -3.6853 1.3787 0.0 0.0 0.1 -0.205
C 2.9850 2.6240 -2.1268 -0.1 0.0 0.0 -0.608
H -2.8989 1.2886 -3.1247 0.0 0.0 0.0 0.083
H -2.1386 -2.6817 0.4458 0.0 0.0 0.0 0.136
H -3.5694 4.2452 5.3400 0.0 0.0 0.0 0.115
H 3.3909 -5.2345 0.2428 0.0 0.0 0.0 0.087
H 2.1506 -4.3485 -0.6465 0.0 0.0 0.0 0.062
H -5.3771 5.2521 1.5911 0.0 0.0 0.0 0.115
H 4.7422 -0.0413 0.4374 0.0 0.0 0.0 0.116
H -0.2941 -3.7894 0.7586 0.0 0.0 0.0 0.163
H -4.6688 -4.0177 -1.4885 0.0 0.0 0.0 0.086
H -5.1992 5.5646 4.0353 0.0 0.0 0.0 0.114
H 0.5537 -3.3280 -2.1573 0.0 0.0 0.0 0.075
H -0.7919 2.6989 -2.9101 0.0 0.0 0.0 0.116
H 3.8247 -2.6829 -2.8042 0.0 0.0 0.0 0.119
H -5.1992 -2.2818 -2.9232 0.0 0.0 0.0 0.119
H 5.4871 -1.5458 -1.3906 0.0 0.0 0.0 0.111
H -3.9158 3.6073 0.4457 0.0 0.0 0.0 0.118
H -4.0871 -3.4961 0.0797 0.0 0.0 0.0 0.089
H 2.3206 0.2509 0.8629 0.0 0.0 0.0 0.122
H 1.6923 -5.5376 0.5736 0.0 0.0 0.0 0.089
H -2.1021 2.6109 4.2035 0.0 0.0 0.0 0.116
H 2.4890 -0.9569 4.1568 0.0 0.0 0.0 0.111
H -4.7485 -0.0712 -3.9275 0.0 0.0 0.0 0.112
H 4.3965 -4.1866 2.0967 0.0 0.0 0.0 0.118
H 4.4407 -2.4522 3.8385 0.0 0.0 0.0 0.110
H -2.9709 -4.2189 -1.0899 0.0 0.0 0.0 0.086
H 1.6032 -3.0012 -3.5295 0.0 0.0 0.0 0.087
H 0.5123 -1.2046 2.6746 0.0 0.0 0.0 0.106
H -1.2687 3.3965 -1.6075 0.0 0.0 -0.1 0.100
H 0.3892 -1.8149 -3.0425 0.0 0.0 0.0 0.084
```
Positions in Å, forces in eV/Å.

Properties
HOMO-LUMO gap: 7.27 eV
relative energy (zero: lowest compared OMol25 entry of this formula, charge and spin): 0.0701 eV
net charge: +1

=====

Record 4
Density functional theory data (the ωB97M-V functional and the def2-TZVPD basis) for a gas-phase ion, C15H18N5O2 (charge +1).

```
40
Properties=species:S:1:pos:R:3:forces:R:3:lowdin_charge:R:1
O 0.9013 -0.5996 6.7434 0.0 0.1 -1.6 0.078
O 1.4203 0.3780 4.8526 -0.7 -1.2 0.9 0.075
N 0.1992 0.4295 0.5213 0.8 -0.2 -5.1 0.089
N 0.1359 -0.3358 2.6930 5.0 2.2 -1.7 0.200
N 0.7287 -0.3881 5.5313 1.4 1.2 2.2 -0.319
N 0.9971 0.7876 -1.5711 -1.5 -0.2 2.4 -0.003
N -1.6816 -0.8263 1.6773 -0.4 1.2 -2.6 0.008
C -0.6460 -0.8757 3.5923 0.8 0.3 1.3 -0.185
C -0.3935 -0.2399 1.5354 -3.8 -2.7 4.6 -0.228
C 1.8040 1.3829 -0.6369 2.7 0.5 -0.7 0.007
C 0.0153 0.2485 -0.8553 0.4 0.4 2.0 0.048
C -2.7437 -1.8726 5.1920 1.8 1.2 -3.1 0.002
C 1.1848 0.3490 -2.9432 -1.8 0.2 -1.4 -0.130
C 2.0916 1.6099 -6.4739 -3.6 -1.6 -0.4 -0.077
C 1.3993 1.0714 0.6174 1.4 1.5 1.2 0.023
C -2.7198 -0.8100 0.6671 -1.1 -2.6 -1.1 -0.029
C -0.4240 -0.9846 4.9608 -2.7 -0.7 -0.5 -0.070
C 1.4090 1.3075 -4.0871 2.1 0.7 1.3 -0.199
C -1.8311 -1.1741 3.0025 0.0 -0.1 -0.1 -0.193
C -2.8396 -1.6709 3.7545 -3.6 -2.4 1.1 0.023
C 1.6900 0.5813 -5.3938 -0.5 0.8 0.1 -0.246
C -1.5202 -1.4466 5.7264 1.2 0.4 1.0 0.017
H -3.7229 -2.0314 3.1505 0.6 0.5 1.2 0.128
H -1.3949 -1.3820 6.8125 0.0 -0.3 -0.4 0.128
H 0.2267 -0.0211 -3.2385 -1.0 -0.7 0.3 0.122
H -2.5813 -1.7217 -0.0831 0.1 2.1 1.1 0.134
H 0.8072 0.0009 -5.6391 -0.2 0.0 -0.6 0.110
H -2.8038 0.1647 0.1623 0.1 -0.5 0.1 0.095
H 1.9309 1.2848 1.5762 -1.0 -0.2 -1.0 0.172
H 0.6292 2.0916 -4.0439 0.4 -0.4 -0.6 0.140
H 1.7610 -0.5304 -2.9376 1.5 -0.8 0.0 0.136
H 1.3435 2.4222 -6.4520 0.8 0.0 -0.1 0.091
H 2.7199 1.8965 -0.9744 -0.7 -0.4 0.5 0.158
H 2.4908 -0.1334 -5.2694 0.3 -0.2 0.3 0.113
H -3.7222 -1.1023 1.0889 1.1 0.8 0.0 0.099
H 1.9267 1.0887 -7.4085 -0.1 0.1 -0.5 0.074
H 2.3837 1.7492 -3.9161 0.1 1.0 0.3 0.113
H -0.7648 -0.2952 -1.2657 -1.3 -0.9 -0.6 0.132
H -3.4862 -2.2980 5.8495 -0.3 0.1 -0.4 0.112
H 3.0793 1.8958 -6.5177 2.1 0.9 0.6 0.049
```
Positions in Å, forces in eV/Å.

Properties
HOMO-LUMO gap: 7.80 eV
relative energy (zero: lowest compared OMol25 entry of this formula, charge and spin): 2.1018 eV
net charge: +1
structure (SMILES): CCCC[n+]1ccn(-c2nc3c([N+](=O)[O-])cccc3n2C)c1